[1]
CHFNO2 | ωB97M-V/def2-TZVPD

## Properties
Lowest unoccupied orbital energy ... 0.1209 Ha
Gap between HOMO and LUMO ... 4.53 eV
Total charge ... -1

Structure (XYZ):
```
6
Properties=species:S:1:pos:R:3:nbo_charge:R:1
C -0.80496 -0.27125 1.44063 1.03
N 1.17928 0.03501 -1.37636 -0.74
O -0.70988 0.76287 1.99149 -0.54
O -0.94700 -1.39494 1.17745 -0.52
F 0.85772 0.87204 -2.55324 -0.42
H 0.42483 -0.00373 -0.67997 0.19
```

=====

[2]
C6H2N2O8 | ωB97M-V/def2-TZVPD

## Properties
SMILES string ... O=C1C(O)=C([N+](=O)[O-])C(=O)C(O)=C1[N+](=O)[O-]
Lowest unoccupied orbital energy ... -0.1053 Ha
Gap between HOMO and LUMO ... 8.00 eV

Structure (XYZ):
```
18
Properties=species:S:1:pos:R:3:nbo_charge:R:1
O -2.10699 -1.30041 0.38003 -0.47
C -1.05403 -0.75263 0.29259 0.45
C -1.00612 0.63711 0.79066 0.35
O -2.07397 1.11221 1.52338 -0.61
C 0.08618 1.48652 0.54068 -0.08
N 0.13700 2.77875 1.11388 0.49
O -0.76079 3.58713 0.83799 -0.32
O 1.10992 3.07179 1.85119 -0.33
C 1.17355 0.97382 -0.32061 0.46
O 2.05875 1.68721 -0.73983 -0.42
C 1.12698 -0.47244 -0.76790 0.37
O 2.13286 -0.97962 -1.56011 -0.61
C 0.07668 -1.34345 -0.46358 -0.10
N 0.03019 -2.68461 -0.86021 0.50
O 0.43705 -2.99273 -1.97282 -0.40
O -0.42747 -3.51068 -0.08836 -0.31
H -2.83877 0.51153 1.40759 0.52
H 1.89896 -1.80950 -1.96456 0.52
```

=====

[3]
C16H15NOS2 | ωB97M-V/def2-TZVPD

## Properties
SMILES string ... C=CCN1C(=O)/C(=C\C(C)=C\c2ccccc2)SC1=S
Lowest unoccupied orbital energy ... -0.0361 Ha
Gap between HOMO and LUMO ... 7.07 eV

Structure (XYZ):
```
35
Properties=species:S:1:pos:R:3:nbo_charge:R:1
C -2.87057 -3.61570 -0.97765 -0.36
C -3.45533 -2.52281 -0.52839 -0.20
C -3.02310 -1.80513 0.71641 -0.27
N -2.50945 -0.48330 0.39506 -0.44
C -1.14756 -0.29571 0.21896 0.65
O -0.36155 -1.21156 0.35274 -0.58
C -0.86566 1.09659 -0.12749 -0.33
C 0.27633 1.78748 -0.39354 -0.03
C 1.67338 1.46520 -0.38578 -0.10
C 2.55643 2.59665 -0.84218 -0.64
C 2.16446 0.25572 -0.02260 -0.15
C 3.55566 -0.14235 0.07700 0.00
C 4.56031 0.68648 0.58256 -0.22
C 5.86499 0.23770 0.66781 -0.21
C 6.19648 -1.03836 0.24350 -0.20
C 5.20595 -1.87979 -0.23977 -0.21
C 3.89832 -1.44409 -0.30567 -0.21
S -2.39034 1.98952 -0.21567 0.39
C -3.33282 0.57897 0.21264 -0.09
S -4.95690 0.56322 0.37594 -0.08
H -3.20079 -4.10798 -1.87613 0.20
H -2.03894 -4.06478 -0.46010 0.19
H -4.28374 -2.06835 -1.05445 0.21
H -3.87220 -1.67607 1.39421 0.24
H -2.21422 -2.34678 1.21178 0.24
H 0.08634 2.82517 -0.65234 0.20
H 3.52737 2.22752 -1.15978 0.23
H 2.09445 3.11814 -1.67864 0.22
H 2.70246 3.32055 -0.04047 0.22
H 1.46094 -0.53549 0.18980 0.25
H 4.30998 1.66730 0.95524 0.21
H 6.62852 0.88756 1.07010 0.21
H 7.21868 -1.38126 0.30280 0.21
H 5.45605 -2.88185 -0.55595 0.22
H 3.12413 -2.10054 -0.67487 0.22
```

=====

[4]
C4H4Br2O | ωB97M-V/def2-TZVPD

## Properties
Lowest unoccupied orbital energy (spin up / spin down) ... -0.0883 / -0.0881 Ha
Gap between HOMO and LUMO (spin up / spin down) ... 6.23 / 6.24 eV

Structure (XYZ):
```
11
Properties=species:S:1:pos:R:3:nbo_charge:R:1
C -1.06631 -0.88607 -1.97456 -0.59
C 1.22882 0.96265 2.02500 -0.51
C -0.70277 0.08732 -1.17817 0.49
C 1.23827 0.20526 0.97815 0.12
O 0.12413 0.96579 -1.05392 -0.57
Br -1.95428 -0.01832 0.65809 -0.37
Br 1.50056 -1.42353 0.37525 0.39
H -1.92283 -1.53058 -1.69197 0.24
H -0.76405 -0.91886 -3.00671 0.23
H 1.78752 0.75323 2.93909 0.28
H 0.53095 1.80310 1.92975 0.30
```

=====

[5]
C42H44FeN3O2S2Sb2 | ωB97M-V/def2-TZVPD

## Properties
Spin multiplicity ... 6
<S²> ... 8.77
Lowest unoccupied orbital energy (spin up / spin down) ... -0.1842 / -0.2719 Ha
Gap between HOMO and LUMO (spin up / spin down) ... 7.75 / 5.37 eV
Total charge ... +2

Structure (XYZ):
```
96
Properties=species:S:1:pos:R:3:lowdin_spin:R:1
Fe -0.56707 1.66233 0.89472 3.86
C -0.65167 2.52487 3.21116 0.09
C -1.16035 1.20953 3.26689 0.19
C -2.39534 1.18280 2.54186 0.16
C -2.65571 2.45539 2.01512 0.09
C -1.57362 3.28208 2.45224 0.21
H 0.29574 2.88560 3.59914 0.00
H -0.66368 0.36218 3.71079 0.01
H -3.03294 0.31254 2.42173 0.00
H -3.51000 2.71983 1.41802 0.00
H -1.43038 4.31571 2.18833 0.01
C -2.99267 -0.85239 -0.44541 0.00
C -2.60356 -0.39592 -1.87686 0.00
C -1.89143 0.94617 -1.89029 0.02
Sb -0.40763 1.56171 -3.37343 0.00
C -0.06180 -0.28224 -4.39043 0.00
C -1.08410 -1.02273 -4.95531 0.00
C -0.81232 -2.15344 -5.72241 0.00
C 0.49130 -2.56624 -5.94222 0.00
C 1.52608 -1.79462 -5.41115 0.00
C 1.24840 -0.67534 -4.63982 0.00
C 1.29341 1.33110 -2.06554 0.01
C 2.24414 2.35434 -1.99359 0.00
C 3.46691 2.15802 -1.36856 0.00
C 3.75883 0.92150 -0.78776 0.00
C 2.82012 -0.10615 -0.85219 0.00
C 1.60224 0.10076 -1.49638 0.01
Sb -1.19080 -1.35177 0.61416 0.09
C -1.83757 -2.13284 2.47997 0.01
C -3.18419 -2.27369 2.77481 0.00
C -3.57665 -2.80371 3.99818 0.00
C -2.63680 -3.25288 4.91766 0.00
C -1.28273 -3.11606 4.61584 0.00
C -0.88868 -2.56044 3.40948 0.00
C -0.93120 -3.19713 -0.46466 0.04
C -0.51365 -3.22611 -1.79263 0.00
C -0.55242 -4.41972 -2.49360 0.00
C -1.03775 -5.57643 -1.90893 0.00
C -1.45576 -5.55023 -0.58873 0.00
C -1.41809 -4.35979 0.13151 0.01
H -3.59622 -1.75977 -0.49259 0.00
H -3.54442 -0.06765 0.08317 0.00
H -3.49905 -0.37532 -2.48811 0.00
H -1.94307 -1.14349 -2.29160 0.00
H -1.20649 0.99475 -1.02054 0.01
H -2.60914 1.76520 -1.80184 0.00
H -2.12269 -0.73656 -4.81038 0.00
H -1.62094 -2.74928 -6.15364 0.00
H 0.70186 -3.43923 -6.54106 0.00
H 2.55403 -2.05609 -5.59799 0.00
H 2.07328 -0.11207 -4.22665 0.00
H 2.04615 3.29391 -2.49888 0.00
H 4.20231 2.96111 -1.36365 0.00
H 4.73312 0.74173 -0.34912 0.00
H 3.06056 -1.09251 -0.45638 0.00
H 0.92603 -0.74230 -1.63693 0.00
H -3.92805 -1.98768 2.03946 0.00
H -4.63951 -2.93058 4.20666 0.00
H -2.96806 -3.71772 5.83103 0.00
H -0.52666 -3.46410 5.29977 0.00
H 0.17422 -2.49122 3.20010 0.00
H -0.15550 -2.34901 -2.31607 0.00
H -0.21724 -4.43569 -3.51695 0.00
H -1.07484 -6.50328 -2.46270 0.00
H -1.82290 -6.46198 -0.11635 0.00
H -1.77677 -4.36953 1.15675 0.00
O 6.64925 -0.62116 3.10420 0.00
C 5.83173 -1.39037 2.25206 0.00
N 4.63298 -1.93475 2.86843 0.00
C 3.44070 -1.33125 3.07666 0.00
O 2.50267 -1.90739 3.59796 0.00
C 3.19248 0.07073 2.55835 0.00
C 4.05236 1.15720 2.69455 0.00
C 3.60664 2.39882 2.24577 0.00
C 2.36621 2.50616 1.63755 0.01
N 1.52800 1.46350 1.49795 0.05
C 1.94894 0.28747 1.96057 0.01
H 7.15389 -1.19708 3.70500 0.00
H 6.36515 -2.22393 1.81450 0.00
H 5.54851 -0.72279 1.44165 0.00
H 4.69977 -2.86696 3.24296 0.00
H 5.01640 1.05007 3.16881 0.00
H 4.25503 3.25257 2.31855 0.00
H 1.96760 3.45111 1.25956 0.00
H 1.27329 -0.55490 1.89416 0.00
S -0.32554 3.82074 -0.59257 0.06
C -1.71314 4.74717 -0.88558 0.01
N -1.68060 6.01254 -1.30226 0.01
C -2.92398 6.60167 -1.79743 0.00
C -4.03787 5.83417 -1.09153 0.00
S -3.34487 4.17185 -0.85240 0.00
H -0.77637 6.41827 -1.49199 0.00
H -2.99184 6.45121 -2.86732 0.00
H -2.97686 7.66293 -1.55628 0.00
H -4.94450 5.75237 -1.67367 0.00
H -4.28263 6.25184 -0.10547 0.00
```

=====

[6]
C8H10Br2Si | ωB97M-V/def2-TZVPD

## Properties
SMILES string ... C[Si@](Br)(CBr)c1ccccc1
Lowest unoccupied orbital energy ... 0.0180 Ha
Gap between HOMO and LUMO ... 9.83 eV

Structure (XYZ):
```
21
Properties=species:S:1:pos:R:3:nbo_charge:R:1
C -1.56009 1.12443 -2.20060 -0.92
Si 0.36235 1.19546 -0.95717 1.40
Br 1.05288 3.22625 -0.41770 -0.28
C 1.69188 0.54243 -2.20797 -0.91
Br 1.25910 -1.34924 -2.67498 -0.02
C -0.09947 0.09168 0.54497 -0.49
C -0.53936 -1.18816 0.49770 -0.18
C -0.53472 -2.01255 1.61218 -0.21
C -0.12235 -1.55573 2.80010 -0.21
C 0.17979 -0.21741 2.87196 -0.20
C 0.32659 0.59297 1.79215 -0.21
H -1.75734 0.13164 -2.35574 0.20
H -2.37713 1.45308 -1.58545 0.21
H -1.48662 1.64674 -3.12529 0.21
H 1.84460 0.95499 -3.23968 0.26
H 2.69604 0.59518 -1.71249 0.24
H -0.94543 -1.59216 -0.40932 0.22
H -0.90937 -3.04612 1.37935 0.22
H -0.15546 -2.40668 3.57809 0.23
H 0.55124 0.13662 3.83832 0.21
H 0.52286 1.67656 1.97158 0.23
```

=====

E (computed, Ha): -343.7329; -941.0215; -1545.0381; -5377.8925; -4481.6036; -5748.3636